(1)
{
  "formula": "C4H8O3",
  "method": "ωB97M-V with the def2-TZVPD basis set",
  "species": ["C", "C", "O", "C", "O", "C", "O", "H", "H", "H", "H", "H", "H", "H", "H"],
  "xyz": [[-1.79, 0.84, -0.57], [-0.42, 0.48, -0.76], [0.19, 1.49, 0.58], [0.00, -0.93, -0.43], [1.43, -1.10, -0.36], [1.99, -1.00, 0.85], [1.42, -0.71, 1.87], [-2.24, 1.50, -1.30], [-0.98, 1.56, 0.48], [-2.46, 0.08, -0.15], [0.15, 0.95, -1.55], [0.43, 0.93, 1.34], [-0.31, -1.57, -1.26], [-0.47, -1.28, 0.49], [3.06, -1.22, 0.77]]
}

(2)
{
  "formula": "C8H16N2S",
  "method": "ωB97M-V with the def2-TZVPD basis set",
  "smiles": "C1=NCCC1.CC#N.CSC",
  "species": ["C", "N", "C", "C", "C", "H", "H", "H", "H", "H", "H", "H", "C", "C", "N", "H", "H", "H", "C", "S", "C", "H", "H", "H", "H", "H", "H"],
  "xyz": [[-1.77, 0.94, 1.13], [-1.00, 1.53, 0.34], [-1.27, 1.14, -1.02], [-2.45, 0.16, -1.03], [-2.85, 0.11, 0.55], [-1.72, 0.95, 2.24], [-0.37, 0.57, -1.30], [-1.54, 2.02, -1.68], [-2.28, -0.80, -1.24], [-3.22, 0.38, -1.75], [-3.79, 0.40, 0.80], [-2.71, -0.92, 0.90], [2.01, 2.34, 0.63], [2.51, 1.20, -0.12], [3.08, 0.40, -0.70], [2.51, 2.29, 1.71], [0.91, 2.29, 0.69], [2.20, 3.40, 0.24], [1.37, -2.19, -1.56], [0.29, -1.94, -0.04], [1.24, -1.96, 1.55], [2.43, -2.01, -1.44], [1.22, -3.09, -2.15], [0.95, -1.45, -2.19], [0.62, -1.38, 2.37], [2.10, -1.40, 1.37], [1.54, -2.98, 1.72]]
}

(3)
{
  "formula": "C2H3BN2O2S",
  "method": "ωB97M-V with the def2-TZVPD basis set",
  "smiles": "N#[N+][S-].C#CB(O)O",
  "species": ["N", "N", "S", "C", "C", "B", "O", "O", "H", "H", "H"],
  "xyz": [[-2.18, 1.58, 3.25], [-2.78, 1.43, 2.28], [-3.61, 1.14, 1.05], [0.58, 2.61, -0.42], [0.35, 1.43, -0.26], [0.18, -0.05, 0.20], [-0.33, -0.37, 1.47], [0.24, -0.93, -0.75], [1.04, 3.54, -0.54], [-0.49, -1.31, 1.50], [0.12, -1.94, -0.63]]
}

(4)
{
  "formula": "C3H6N2O2S",
  "method": "ωB97M-V with the def2-TZVPD basis set",
  "species": ["C", "C", "C", "H", "H", "H", "H", "H", "H", "N", "N", "O", "O", "S"],
  "xyz": [[0.65, -1.29, 1.57], [0.11, -0.32, 0.53], [0.65, 1.09, -2.64], [-0.43, -1.85, 2.20], [1.36, -0.62, 2.35], [1.36, -2.26, 1.09], [-1.31, -0.02, 2.00], [-1.95, 1.45, -0.17], [0.25, 2.13, -2.97], [-0.85, 0.48, 1.23], [0.60, -0.29, -0.76], [-2.05, 0.58, 0.46], [0.15, 0.91, -1.40], [1.45, 0.00, -3.50]]
}

(5)
{
  "formula": "C2H2N2O2",
  "method": "ωB97M-V with the def2-TZVPD basis set",
  "smiles": "O=C1N=N[C@@H]1O",
  "species": ["O", "C", "N", "N", "C", "O", "H", "H"],
  "xyz": [[-1.65, 0.87, -1.21], [-0.75, 0.18, -0.83], [0.45, -0.32, -1.69], [1.26, -0.02, -0.85], [0.03, 0.15, 0.44], [0.08, -1.03, 1.15], [-0.04, 1.05, 1.06], [0.61, -0.88, 1.94]]
}

(6)
{
  "formula": "C4H4N2O",
  "method": "ωB97M-V with the def2-TZVPD basis set",
  "smiles": "O=c1cc[nH]cn1",
  "species": ["O", "C", "C", "C", "N", "C", "N", "H", "H", "H", "H"],
  "xyz": [[2.23, -1.37, 0.19], [1.18, -0.81, 0.01], [1.07, 0.67, -0.02], [-0.14, 1.24, -0.02], [-1.31, 0.44, 0.02], [-1.10, -0.92, -0.29], [0.00, -1.55, -0.26], [1.99, 1.24, -0.03], [-0.27, 2.31, -0.12], [-1.58, 0.17, 0.98], [-2.06, -1.41, -0.46]]
}

Let's list ΔE to the lowest compared entry with this formula, charge and spin in order: 374.1 172.2 191.0 752.9 356.3 129.9 kJ/mol.